Record 1
Density functional theory data (ωB97M-V with the def2-TZVPD basis set) for 17 unconnected molecules or ions with the total composition C15H55N2O18.

Geometry as ORCA input:
```
! wB97M-V def2-TZVPD RIJCOSX def2/J DEFGRID3
* xyz 1 1
O 8.25431 -2.53627 1.10326
O -3.82451 3.65162 -3.44204
O 7.01787 -5.74309 -2.66901
O -2.55767 6.33664 3.02426
O 4.67207 -3.51215 -2.00578
O -4.51725 5.73071 0.13555
O 2.30075 1.63226 -3.05956
O -3.22219 -3.33052 -0.57469
O -6.54313 0.25893 0.92838
O 8.55500 -5.08169 -0.38126
O 3.07813 -2.79544 4.28667
O -5.70976 1.66458 4.04245
O -3.37815 -1.24016 -4.64051
O -3.75237 6.50174 -2.39415
O 5.77095 -1.50418 -2.73433
O -2.61103 -3.85492 -5.19316
O -1.57962 -0.97095 4.93154
O -3.61702 3.77935 2.74549
N 1.08502 -1.25369 2.14362
N 1.51556 -0.08445 1.47682
C -0.43277 1.14542 -1.36071
C -3.47754 1.04233 -0.50153
C -1.53611 -1.41045 1.95166
C 0.99322 1.16321 2.15393
C 0.11819 -2.73557 0.10895
C 5.07335 -2.26170 -1.64416
C 4.82576 -1.61170 -0.14892
C 3.51155 -0.57833 -0.16629
C 0.36156 2.29120 1.14587
C -2.42521 1.66466 0.59846
C -1.50445 0.51114 -2.42816
C 3.05441 -0.12529 1.37077
C -3.09232 0.44333 -1.97840
C -0.83740 1.72416 0.15522
C 0.01183 -1.76346 1.42836
H -3.33574 4.56219 2.24867
H 6.51731 -4.91748 -2.58771
H -1.09274 0.10108 -3.46435
H 1.17091 -0.18134 0.49693
H 5.72180 -0.97973 0.26158
H -3.08908 -2.03128 -5.11942
H -2.25921 -1.57233 1.01936
H -2.90341 -4.59369 -5.74780
H 8.18765 -4.33671 0.11768
H -3.82225 6.02180 -0.47366
H -3.43342 2.79671 -3.20736
H 0.71275 1.18480 -1.67443
H 0.75215 -2.25309 -0.77900
H -1.25545 -0.83391 5.83428
H 2.94502 2.19911 -3.50946
H -3.85763 -0.02849 -2.73804
H 4.57664 -2.49978 0.60106
H 0.14864 0.89088 2.95228
H 8.53559 -1.75342 0.60645
H -0.77627 -1.14341 4.41797
H -4.61937 1.02882 -0.19080
H -1.79415 -2.15382 2.83602
H 0.53282 -3.81201 0.32109
H -4.50147 4.01101 3.06637
H 3.36721 -3.58655 3.80776
H 2.66989 -1.16612 -0.74219
H -7.48313 0.15161 1.13736
H -3.36458 -2.67344 -1.27243
H -1.57196 -0.32353 2.38404
H -4.23777 6.08157 0.99437
H 2.93574 -2.13835 3.58892
H 5.00995 -1.14510 -3.30101
H 3.52534 0.93133 1.55150
H -6.15204 -0.59598 1.16306
H -2.28911 -4.28189 -4.38517
H -2.78923 2.05347 1.64370
H 3.43318 -0.94539 2.12430
H 9.38161 -5.28771 0.08033
H 1.18863 2.89535 0.54317
H -5.06550 2.23143 3.59256
H -0.97252 -2.87313 -0.33951
H -1.71782 6.72001 2.73021
H -2.93312 -4.12164 -1.05360
H 7.77266 -5.61877 -2.07425
H -3.52054 -0.58307 -5.33825
H -0.16631 3.10886 1.83712
H 7.36986 -2.30460 1.42414
H -3.46329 5.71062 -2.87307
H -2.33920 5.91367 3.86821
H -4.76451 3.54430 -3.23306
H -3.89476 7.15882 -3.09190
H 1.85462 1.68530 2.79396
H 3.72392 0.39686 -0.81685
H -6.07993 1.12059 3.33116
H 1.93059 1.08827 -3.77086
*
```

Summary:
max |F|	9.34	eV Å⁻¹
total energy	-2067.540780	Ha
HOMO energy	-11.30	eV
orbital gap	6.5	eV
LUMO	-4.77	eV



Record 2
Density functional theory data (ωB97M-V with the def2-TZVPD basis set) for 2 unconnected molecules or ions with the total composition C3H4BrI.

Geometry as ORCA input:
```
! wB97M-V def2-TZVPD RIJCOSX def2/J DEFGRID3
* xyz 0 1
I -1.08565 -3.58161 -3.53740
Br -2.01868 -2.13376 -1.19581
C 0.21652 1.67603 -0.15969
C -3.09098 -0.67436 -1.09735
C 1.05329 0.84143 0.07800
H 1.97011 0.27067 0.14645
H -2.50655 0.23860 -0.82889
H -4.13960 -0.80874 -1.48714
H -0.75426 2.09956 -0.33758
*
```

Summary:
max |F|	1.70	eV Å⁻¹
energy relative to the best compared isomer or geometry (same formula, charge and spin)	4.226	eV
total energy	-2988.228503	Ha
HOMO energy (alpha / beta)	-9.29 / -8.97	eV
orbital gap (alpha / beta)	8.4 / 6.8	eV
LUMO (alpha / beta)	-0.89 / -2.18	eV



Record 3
Density functional theory data (ωB97M-V with the def2-TZVPD basis set) for C5H9NOS in the gas phase.

Geometry as ORCA input:
```
! wB97M-V def2-TZVPD RIJCOSX def2/J DEFGRID3
* xyz 0 1
S 4.01046 0.30655 -0.08112
O 2.99288 1.61498 -0.01851
N 2.49536 -2.21281 0.25551
C 2.81511 -1.02661 0.01088
C -1.16240 0.44096 0.59055
C 0.32999 -1.18350 -0.76469
C 1.37487 -1.25902 0.28556
C -0.35359 0.25300 -0.75941
H -0.98968 0.44179 -1.53518
H -0.65321 0.31745 1.55574
H -0.40753 -1.97427 -0.56936
H 0.55665 0.99340 -0.86919
H 1.01075 -0.80748 1.17907
H -2.02641 -0.27615 0.64625
H -1.63540 1.43880 0.46062
H 0.71135 -1.39870 -1.74436
H 2.29161 1.62006 0.77570
*
```

Summary:
max |F|	5.31	eV Å⁻¹
energy relative to the best compared isomer or geometry (same formula, charge and spin)	4.030	eV
total energy	-723.971695	Ha
structure (SMILES)	CCC[C@H]1N=C1SO
HOMO energy	-9.33	eV
orbital gap	9.4	eV
LUMO	0.11	eV



Record 4
Density functional theory data (ωB97M-V with the def2-TZVPD basis set) for 10 unconnected molecules or ions with the total composition C36H78NO37P7.

Geometry as ORCA input:
```
! wB97M-V def2-TZVPD RIJCOSX def2/J DEFGRID3
* xyz 0 1
P -0.45830 10.39186 -3.06377
P -0.16675 -0.46835 -8.20298
P 8.79700 2.83575 3.46348
P -6.18106 4.52220 -7.03768
P 6.11034 -4.47083 -0.83415
P -5.06369 -6.82569 -3.29085
P -1.31907 -3.89650 8.57416
O -7.67222 3.86547 -7.13072
O -0.22122 -2.79843 8.26622
O 7.33248 -5.37881 -0.23491
O 6.57013 -3.57811 -1.93744
O 9.57386 4.29028 3.32011
O -0.16886 9.88433 -1.51063
O -1.26527 2.90807 0.88998
O 7.28664 3.05118 2.87568
O -4.67152 -8.19592 -2.50576
O -1.05257 5.89484 4.97028
O 0.76811 0.43694 -7.21171
O -1.53342 6.64511 9.57961
O 9.63017 1.72078 2.90335
O -6.12358 5.97075 -6.66763
O 5.54294 -3.62692 0.50664
O -3.94738 -5.80029 -2.61366
O 0.21912 9.18750 -4.04848
O -6.42825 -6.34219 -2.58701
O 3.87940 -8.97806 4.51487
O -5.44624 3.47271 -6.03294
O -5.44425 4.15451 -8.47482
O -5.10786 -6.81972 -4.78169
O 2.55881 -6.67656 3.62272
O 0.06714 -11.39523 3.49750
O -1.82865 -4.34839 7.13879
O -3.55864 4.58549 4.81649
O 4.89068 -5.54934 -1.21632
O 8.58283 2.77237 5.07926
O 0.61083 11.56432 -3.20459
O -1.59986 -0.17376 -7.54912
O -0.17315 0.30573 -9.57075
O -4.19439 5.70958 9.30718
O -1.82175 10.87238 -3.46942
O -2.61356 -2.98385 9.02319
O -0.95603 -9.40636 2.09245
O -0.88806 -4.97403 9.49941
O 0.19369 -1.93178 -8.28186
N -0.03083 1.03603 0.92945
C -5.53621 3.74917 -4.69899
C 0.70446 -10.45047 3.45882
C -2.12326 -0.88837 -6.37831
C 6.23025 -2.47626 1.11265
C -7.44235 -7.22651 -2.40107
C 0.60975 1.33396 2.20724
C 2.63823 -9.06986 4.03145
C -1.94085 6.12715 8.41665
C 0.12295 -0.29658 0.38005
C 7.41985 3.28555 5.64851
C -3.74835 -3.65827 9.52586
C 7.20032 -6.14686 0.94328
C 7.08437 3.19271 1.44183
C -1.21600 6.14032 7.30887
C -0.64445 8.54869 -1.18546
C -3.42219 5.63361 8.36399
C -1.69308 5.67340 5.98423
C 0.18125 -9.18795 2.82942
C -0.87835 1.88122 0.30915
C -3.82885 5.07866 7.11345
C 1.10188 -3.26543 8.16264
C -8.70137 4.10120 -6.15704
C -3.78012 -5.58765 -1.26944
C 2.04294 -7.75973 3.60119
C -3.44945 -8.72274 -2.89459
C -0.65549 8.75592 -5.08527
C -1.27690 0.07875 -10.38045
C 10.06264 4.66675 2.03666
C 2.05645 -10.24687 3.87425
C -5.89156 4.96221 -9.58117
C -3.06384 5.00757 5.98219
C 0.72930 -7.95506 2.98068
C 2.04531 0.48293 -7.54516
C -1.78652 -3.52095 6.04073
C 2.03779 11.47960 -3.05281
C 3.71551 -5.01902 -1.89627
H 7.00228 -2.05014 0.47195
H 2.65583 -11.02719 4.31951
H 6.92119 4.01575 5.01113
H -2.71774 -5.36731 -1.16503
H -6.90476 5.35327 -9.48838
H 2.26648 10.47972 -2.68400
H -6.17425 4.60450 -4.47668
H -1.40759 8.58151 -0.40787
H -4.85350 4.73736 7.10767
H 8.14103 -5.97155 1.46524
H -2.62449 -3.72671 5.37472
H 0.11890 7.87924 -0.78895
H 4.23976 -8.09283 4.42485
H 1.35516 -4.24829 8.56006
H 1.73053 -2.52185 8.65253
H 7.63138 3.76742 6.60305
H -1.06278 9.44168 -5.82818
H -1.05731 -0.42265 -11.32303
H -0.00888 -1.07043 1.13628
H 2.70490 0.10460 -6.76420
H -1.85649 -2.44127 6.17292
H -3.84501 -4.64632 9.07583
H 6.86066 2.35043 5.67930
H -1.07978 1.64573 -0.74734
H 2.36287 0.10529 -8.51708
H 0.12962 0.82086 3.04048
H -2.93003 -8.15226 -3.66458
H -3.58362 -9.72034 -3.31280
H 6.75505 -2.62802 2.05587
H 6.22239 2.62899 1.08498
H -3.19533 -0.69901 -6.32418
H -0.81477 -3.59835 5.55306
H -3.74681 -3.70496 10.61486
H -4.07154 -4.57861 -0.97784
H 9.89863 5.74283 1.97974
H 7.15218 -7.22452 0.78698
H 6.40810 -5.78448 1.59838
H 2.32128 12.20734 -2.29245
H -4.16361 -6.37201 -0.61689
H -0.64047 -0.52693 -0.36307
H 3.54680 -5.60218 -2.80156
H 1.05138 -0.54954 -0.13194
H -5.86306 2.90353 -4.09386
H -2.23050 6.51106 10.22591
H -7.42649 -7.47175 -1.33914
H 2.58837 11.77939 -3.94449
H -1.70050 1.00388 -10.77135
H -1.98828 -1.96907 -6.33377
H 9.59305 4.18997 1.17627
H -7.51079 -8.25910 -2.74336
H -8.13548 4.37631 -5.26699
H -1.11570 -10.33211 1.89475
H 2.30681 1.54102 -7.55778
H -0.19200 6.48257 7.33498
H 3.78626 -3.99113 -2.25197
H -2.15864 -0.32460 -9.88250
H 7.06752 4.23875 1.13590
H -1.48571 8.13981 -4.73996
H -0.93541 7.99287 -2.07682
H -9.30524 4.98265 -6.37261
H -2.84674 4.80127 4.20965
H -4.52158 3.83410 -4.30989
H -1.77469 -0.28274 -5.54177
H 2.93073 -5.23704 -1.17190
H 1.61707 0.92174 2.26601
H 1.29700 -3.18756 7.09308
H 11.14835 4.57062 2.02754
H -4.57627 -3.06110 9.14370
H -2.74234 -8.97127 -2.10319
H 0.42387 -6.96960 2.66135
H 5.43972 -1.74279 1.27139
H -9.29943 3.22258 -5.91530
H 7.93311 2.75967 0.91247
H 0.94424 2.31015 2.55833
H -6.00768 4.25869 -10.40559
H -0.00925 8.09195 -5.65939
H -5.14587 5.74171 -9.73744
H -8.42386 -6.75307 -2.42531
*
```

Summary:
max |F|	7.46	eV Å⁻¹
energy relative to the best compared isomer or geometry (same formula, charge and spin)	1.302	eV
total energy	-6646.965886	Ha
structure (SMILES)	O=C1C=C(O)C(=O)C=C1O.O=C1C=C(O)C(=O)C=C1O.COP(=O)(OC)OC.COP(=O)(OC)OC.COP(=O)(OC)OC.COP(=O)(OC)OC.COP(=O)(OC)OC.COP(=O)(OC)OC.COP(=O)(OC)OC.CN(C)C=O
HOMO energy	-9.74	eV
orbital gap	8.1	eV
LUMO	-1.67	eV



Record 5
Density functional theory data (ωB97M-V with the def2-TZVPD basis set) for a molecular structure, C4H5NS.

Geometry as ORCA input:
```
! wB97M-V def2-TZVPD RIJCOSX def2/J DEFGRID3
* xyz 0 1
S -2.39458 -0.36740 -0.60500
N -1.26518 0.70398 -0.03626
C 1.85597 1.39675 1.42091
C 0.01349 0.44894 -0.33645
C 0.36325 -1.06423 -0.80387
C 1.09648 0.99785 0.38278
H -3.26908 0.39014 -0.17808
H -0.05973 -1.78369 0.07651
H -0.05384 -1.38788 -1.78527
H 1.48724 -0.98154 -0.86739
H 2.22598 1.64708 2.73212
*
```

Summary:
max |F|	10.89	eV Å⁻¹
energy relative to the best compared isomer or geometry (same formula, charge and spin)	5.927	eV
total energy	-608.132864	Ha
HOMO energy	-8.53	eV
orbital gap	8.2	eV
LUMO	-0.28	eV



Record 6
Density functional theory data (ωB97M-V with the def2-TZVPD basis set) for 2 unconnected molecules or ions with the total composition C4H11N3.

Geometry as ORCA input:
```
! wB97M-V def2-TZVPD RIJCOSX def2/J DEFGRID3
* xyz 0 1
N -1.42102 -0.07607 -0.36756
N -0.69835 0.80851 1.74737
N 1.22734 -0.84446 -0.91583
C -0.40284 -0.15578 0.73219
C -1.47701 -1.23293 -1.13888
C 0.83326 0.16473 -0.09429
C 1.86044 1.15673 0.36654
H 1.40337 2.02437 0.84281
H 0.02299 -1.54273 -1.24868
H 2.46076 1.49530 -0.48315
H -1.87406 -1.06930 -2.13796
H 1.17967 -0.75049 -1.92481
H -1.17981 0.36301 2.52218
H -1.89006 -2.11041 -0.64572
H 2.53021 0.70665 1.10819
H -1.32846 1.51854 1.38587
H -0.38470 -1.16412 1.15580
H -0.86173 0.70844 -0.90406
*
```

Summary:
max |F|	2.89	eV Å⁻¹
energy relative to the best compared isomer or geometry (same formula, charge and spin)	5.604	eV
total energy	-323.100608	Ha
HOMO energy (alpha / beta)	-6.81 / -6.72	eV
orbital gap (alpha / beta)	7.0 / 6.7	eV
LUMO (alpha / beta)	0.22 / -0.02	eV



Record 7
Density functional theory data (ωB97M-V with the def2-TZVPD basis set) for C18H23N3O2S in the gas phase.

Geometry as ORCA input:
```
! wB97M-V def2-TZVPD RIJCOSX def2/J DEFGRID3
* xyz 0 1
S 4.76931 1.89141 0.39356
O 4.28260 4.20266 3.26509
O -3.07197 0.72233 -1.15975
N -1.32171 -0.73136 -1.11481
N 2.63810 3.43048 1.92086
N -1.10699 1.45436 -0.34273
C -4.83001 -3.69125 -1.14299
C -5.66110 -4.82822 -1.65111
C 2.15774 2.51594 0.97565
C -4.98153 -6.17284 -1.40944
C -2.79118 -5.08448 -0.92800
C -1.91435 0.47454 -0.90155
C -3.54862 -3.78975 -0.81810
C 3.02541 1.79015 0.14880
C 2.51658 1.00037 -0.87004
C 0.27379 1.53814 -0.21213
C -3.51628 -6.08760 -1.82005
C 1.15635 0.88198 -1.07050
C -2.76092 -2.60073 -0.33968
C 3.86494 3.34929 2.51240
C -2.11869 -1.86593 -1.52646
C 1.80559 4.56279 2.27861
C 0.78901 2.35932 0.79046
C 4.66395 2.10671 2.19072
H -1.47674 -2.54427 -2.09431
H -1.97801 -2.92476 0.35163
H 0.09751 2.88193 1.43187
H 4.19468 1.21687 2.61690
H -6.64200 -4.80806 -1.16934
H 5.67449 2.21710 2.57833
H -5.49124 -6.95662 -1.97285
H -0.47675 -0.93463 -0.60303
H -5.33292 -2.73705 -1.06228
H -5.82992 -4.68548 -2.72431
H -2.90578 -1.48580 -2.17980
H -3.45334 -5.76060 -2.86003
H 1.33300 4.97377 1.38766
H -5.04190 -6.42586 -0.34884
H -2.66971 -5.50646 0.07583
H 1.04304 4.27848 3.00659
H -3.04006 -7.06724 -1.74365
H 0.78379 0.30814 -1.90281
H 3.20892 0.48954 -1.52043
H -1.63550 2.25745 -0.03057
H 2.45346 5.31210 2.73174
H -1.78839 -4.89195 -1.31846
H -3.41459 -1.89705 0.17811
*
```

Summary:
max |F|	0.61	eV Å⁻¹
energy relative to the best compared isomer or geometry (same formula, charge and spin)	0.588	eV
total energy	-1412.694891	Ha
structure (SMILES)	CN1C(=O)CSc2ccc(NC(=O)NCCC3=CCCCC3)cc21
HOMO energy	-8.13	eV
orbital gap	8.7	eV
LUMO	0.55	eV



Record 8
Density functional theory data (ωB97M-V with the def2-TZVPD basis set) for C3H10N2 in the gas phase.

Geometry as ORCA input:
```
! wB97M-V def2-TZVPD RIJCOSX def2/J DEFGRID3
* xyz 0 1
N -1.50745 0.57577 -1.74521
N 1.33337 0.29569 1.84844
C 0.46818 -0.19004 -0.48627
C 1.02395 -0.75466 0.83513
C -1.05960 -0.09459 -0.54813
H -1.43048 -1.12391 -0.57020
H 0.63906 0.28641 2.58843
H 1.95610 -1.27336 0.64652
H -2.21363 0.03821 -2.22405
H -1.43611 0.31753 0.39957
H 0.77351 -0.87831 -1.27410
H 0.27734 -1.45399 1.24346
H 1.27576 1.19908 1.37907
H -1.79285 1.53952 -1.69380
H 0.98219 0.75746 -0.68514
*
```

Summary:
max |F|	0.84	eV Å⁻¹
energy relative to the best compared isomer or geometry (same formula, charge and spin)	0.458	eV
total energy	-229.792433	Ha
structure (SMILES)	NCCCN
HOMO energy	-8.98	eV
orbital gap	10.1	eV
LUMO	1.08	eV



Record 9
Density functional theory data (ωB97M-V with the def2-TZVPD basis set) for 2 unconnected molecules or ions with the total composition C3H3Br2N.

Geometry as ORCA input:
```
! wB97M-V def2-TZVPD RIJCOSX def2/J DEFGRID3
* xyz 0 1
Br 2.24137 -0.96310 0.11245
Br -2.28105 0.07466 0.16625
N 0.46585 2.81363 0.02547
C 0.44495 -0.37100 0.53552
C 0.44233 1.68107 0.08114
C -0.58343 -0.70366 -0.42987
H 0.38214 -0.36428 1.55214
H -0.21812 -0.32211 -1.45998
H -0.89403 -1.84521 -0.58311
*
```

Summary:
max |F|	5.95	eV Å⁻¹
energy relative to the best compared isomer or geometry (same formula, charge and spin)	2.714	eV
total energy	-5318.776751	Ha
HOMO energy	-10.85	eV
orbital gap	9.9	eV
LUMO	-0.94	eV



Record 10
Density functional theory data (ωB97M-V with the def2-TZVPD basis set) for 3 unconnected molecules or ions with the total composition CH3FINS.

Geometry as ORCA input:
```
! wB97M-V def2-TZVPD RIJCOSX def2/J DEFGRID3
* xyz 0 1
I -4.11461 -0.36214 -0.07481
S 2.27822 1.69268 -0.33141
F -0.20394 1.00017 0.70631
N 1.37054 0.49928 -0.06992
C 1.21446 -0.75044 -0.16171
H 1.98402 -1.34998 -0.62592
H 0.32431 -1.21739 0.21949
H -2.85300 0.48783 0.33796
*
```

Summary:
max |F|	1.60	eV Å⁻¹
energy relative to the best compared isomer or geometry (same formula, charge and spin)	2.512	eV
total energy	-890.258927	Ha
HOMO energy (alpha / beta)	-9.74 / -9.73	eV
orbital gap (alpha / beta)	8.1 / 8.1	eV
LUMO (alpha / beta)	-1.65 / -1.66	eV



Which formula does entry 10 have? CH3FINS



Which value of max |F| does entry 7 give? 0.61 eV Å⁻¹